ORCA calculation (ωB97M-V with the def2-TZVPD basis set) on a 2-piece molecular cluster, CH4ClNO overall at a distorted geometry.

The geometry in XYZ format:
```
8
CH4ClNO (ωB97M-V with the def2-TZVPD basis set)
C -0.73049 -0.40341 0.71428
N -0.87457 -0.26533 -0.59553
O 0.16084 0.15881 1.37453
Cl 2.22343 1.35910 -0.97103
H -1.64685 -0.90201 1.29374
H -0.10847 0.08988 -1.03545
H -1.39850 -1.02724 -0.98884
H 2.37464 0.99019 0.20830
```

Values from the calculation:
HOMO: -10.08 eV
Relative energy (zero: lowest compared OMol25 entry of this formula, charge and spin): 50.75 kJ/mol
F_max: 4.467 eV Å⁻¹
Energy: -630.6907 a.u.
LUMO: 0.910 eV


ORCA calculation (ωB97M-V with the def2-TZVPD basis set) on C5H15NO2Rb as an isolated structure at a distorted geometry.

The geometry in XYZ format:
```
24
C5H15NO2Rb (ωB97M-V with the def2-TZVPD basis set)
Rb -0.31113 -0.62271 -2.09285
C -0.42920 2.03371 -3.25105
O -1.46562 1.06002 -3.02476
H -0.92065 2.95241 -3.57129
H 0.20624 2.22698 -2.38678
H 0.30579 1.67504 -3.97164
H -1.82736 1.07996 -2.13574
C 1.40342 -2.13891 0.18793
C 0.27013 -1.51313 0.83359
C 0.60215 -0.07959 1.36920
O -0.58280 0.36437 2.00717
C -0.31971 1.54536 2.70520
N -0.78581 -1.55871 -0.14442
H 1.15060 -3.00500 -0.42368
H 2.08825 -2.48616 0.96158
H 1.86904 -1.41701 -0.48300
H -0.00257 -2.18651 1.64618
H 0.97660 0.61407 0.61639
H 1.37199 -0.33544 2.09720
H -1.25621 2.05299 2.93622
H 0.44942 2.20192 2.29843
H -0.04702 1.24188 3.71597
H -1.10349 -2.51738 -0.13248
H -1.64198 -1.18809 0.24252
```

Values from the calculation:
HOMO: -13.24 eV
Net charge: +1
Relative energy (zero: lowest compared OMol25 entry of this formula, charge and spin): 289.85 kJ/mol
F_max: 5.777 eV Å⁻¹
Energy: -428.4849 a.u.
LUMO: -3.269 eV


ORCA calculation (ωB97M-V with the def2-TZVPD basis set) on C20H36F2O16V2 as an isolated structure at a distorted geometry.

The geometry in XYZ format:
```
76
C20H36F2O16V2 (ωB97M-V with the def2-TZVPD basis set)
V 3.85376 -1.09136 -0.38702
V -3.15698 -1.17409 1.79799
F -3.31592 -1.37732 3.88518
F -4.39475 0.52129 1.56263
C -0.03360 -0.38907 -1.07246
C -1.06077 -0.30394 -0.01117
C -0.67045 0.44361 1.33072
O -1.51467 0.28146 2.23008
C 0.71411 0.88739 1.54156
C 1.62618 0.64877 0.53297
C 1.21743 0.09483 -0.80338
O 2.15221 -0.20794 -1.64044
O 2.84930 0.74083 0.97600
O -2.20998 -0.84847 -0.01534
H -0.15210 -1.03617 -1.92897
H 1.04042 1.23861 2.50933
C 0.52767 -2.80158 1.44110
C 1.80472 -2.77362 1.75160
C 2.24711 -2.66452 3.23254
O 3.48586 -2.52192 3.56846
C 1.35012 -2.81657 4.22310
C -0.05551 -2.93184 3.91798
C -0.49395 -2.77821 2.41364
O -1.67535 -2.69078 2.07192
O -0.94101 -3.21675 4.72293
O 2.53905 -2.59681 0.68049
H 0.28967 -2.88111 0.39066
H 1.67215 -2.77197 5.25301
C -0.42036 2.95492 4.53643
O -1.65140 2.78288 3.80079
H -0.61131 3.64540 5.35793
H -0.06414 1.96052 4.80548
H 0.33334 3.31022 3.83372
H -1.59544 1.95532 3.31744
C 5.19820 1.58751 4.03742
O 4.61770 2.44698 3.08778
H 4.45175 1.04709 4.61954
H 5.65250 0.70175 3.59342
H 5.91775 2.17159 4.61116
H 3.85160 1.95505 2.78331
C 1.95992 1.27269 -4.63427
O 2.03992 2.74012 -4.55645
H 2.94892 0.91809 -4.34403
H 1.16142 0.88504 -4.00163
H 1.74292 0.89881 -5.63488
H 1.26382 3.09218 -4.99839
C -1.87585 -1.92363 -4.69288
O -2.71462 -2.65846 -5.50022
H -2.31073 -1.02197 -4.26163
H -1.47552 -2.53601 -3.88491
H -1.00441 -1.66071 -5.29251
H -2.24884 -3.42193 -5.84916
C -2.88436 -4.19379 -0.96271
O -3.54173 -4.86488 0.19971
H -1.95996 -4.69920 -1.24224
H -3.50767 -4.17037 -1.85660
H -2.63538 -3.16218 -0.71395
H -4.24362 -4.26474 0.46197
C 3.14521 3.40265 -1.57445
O 4.44268 3.92792 -1.36383
H 2.42473 4.09767 -2.00567
H 3.16051 2.45893 -2.11968
H 2.83096 3.23517 -0.54426
H 4.40866 4.88728 -1.35581
C -4.51853 -0.58203 -2.14698
O -5.45011 -1.51924 -1.63985
H -4.58233 0.37585 -1.63075
H -3.57215 -1.12169 -2.18217
H -4.72405 -0.43087 -3.20670
H -5.14353 -1.77129 -0.76573
C -0.78348 3.28682 -1.89099
O -1.59507 4.23540 -1.17500
H 0.23990 3.65500 -1.96334
H -0.81087 2.28997 -1.45094
H -1.20044 3.11266 -2.88291
H -2.36135 3.72902 -0.89572
```

Values from the calculation:
HOMO (spin up / spin down): -7.94 / -9.80 eV
Expectation value of S²: 20.097
F_max: 5.766 eV Å⁻¹
Energy: -4074.8817 a.u.
2S+1: 9
LUMO (spin up / spin down): -2.749 / -3.879 eV


ORCA calculation (ωB97M-V with the def2-TZVPD basis set) on one molecule with the formula C6H11P at a distorted geometry.

The geometry in XYZ format:
```
18
C6H11P (ωB97M-V with the def2-TZVPD basis set)
C -1.76433 1.16864 -0.37507
C -0.67545 0.51859 -0.71986
C 0.57101 0.82817 -0.01412
C 1.49589 1.89167 -0.59734
C 0.06115 -2.33739 0.13888
C -0.16053 -1.29171 1.28118
P 1.14168 0.03259 1.37520
H -1.64665 1.85191 0.43873
H -2.72985 1.06906 -0.78404
H -0.69331 -0.21784 -1.50773
H 1.07087 2.32801 -1.55358
H 2.54964 1.41960 -0.83920
H 1.85398 2.64945 0.11453
H -0.91200 -2.40649 -0.30774
H 0.70707 -1.90894 -0.68156
H 0.53739 -3.30166 0.47452
H -0.37735 -1.70039 2.28974
H -1.02922 -0.59327 1.26746
```

Values from the calculation:
HOMO: -8.47 eV
Relative energy (zero: lowest compared OMol25 entry of this formula, charge and spin): 143.77 kJ/mol
F_max: 2.343 eV Å⁻¹
Energy: -576.4629 a.u.
LUMO: 0.331 eV


ORCA calculation (ωB97M-V with the def2-TZVPD basis set) on C6H15ClNO2Zn as an isolated structure at a distorted geometry.

The geometry in XYZ format:
```
26
C6H15ClNO2Zn (ωB97M-V with the def2-TZVPD basis set)
Zn 8.68003 -11.64929 10.14631
Cl 8.08307 -11.10427 8.06128
C 7.27870 -13.62833 14.31455
O 6.30355 -12.77398 13.75450
C 6.59301 -11.39456 13.77995
C 7.62520 -11.04788 12.70273
N 7.06386 -11.18079 11.31724
C 6.12769 -10.05625 10.95288
C 6.78268 -8.76746 10.55248
O 7.67938 -8.23850 11.53590
C 8.88147 -7.71277 10.97486
H 8.29450 -13.53160 13.90576
H 6.98158 -14.63073 14.00725
H 7.33264 -13.56783 15.40240
H 6.82351 -10.95991 14.75581
H 5.66018 -10.90231 13.49263
H 8.50007 -11.69564 12.82976
H 7.94441 -10.04324 12.98049
H 6.32019 -11.87430 11.46073
H 5.32963 -9.94265 11.68723
H 5.55565 -10.41429 10.09184
H 6.02944 -7.97043 10.50769
H 7.23934 -8.77177 9.56048
H 9.44121 -8.54740 10.54232
H 9.39884 -7.21289 11.78992
H 8.67300 -6.92579 10.24530
```

Values from the calculation:
HOMO: -13.44 eV
Net charge: +1
Relative energy (zero: lowest compared OMol25 entry of this formula, charge and spin): 0.00 kJ/mol
F_max: 2.788 eV Å⁻¹
Energy: -2682.0613 a.u.
LUMO: -6.534 eV


Number 5 is which compound?
C6H15ClNO2Zn


Which formula does entry 4 have?
C6H11P


Repeat the fourth record exactly.
ORCA calculation (ωB97M-V with the def2-TZVPD basis set) on one molecule with the formula C6H11P at a distorted geometry.

The geometry in XYZ format:
```
18
C6H11P (ωB97M-V with the def2-TZVPD basis set)
C -1.76433 1.16864 -0.37507
C -0.67545 0.51859 -0.71986
C 0.57101 0.82817 -0.01412
C 1.49589 1.89167 -0.59734
C 0.06115 -2.33739 0.13888
C -0.16053 -1.29171 1.28118
P 1.14168 0.03259 1.37520
H -1.64665 1.85191 0.43873
H -2.72985 1.06906 -0.78404
H -0.69331 -0.21784 -1.50773
H 1.07087 2.32801 -1.55358
H 2.54964 1.41960 -0.83920
H 1.85398 2.64945 0.11453
H -0.91200 -2.40649 -0.30774
H 0.70707 -1.90894 -0.68156
H 0.53739 -3.30166 0.47452
H -0.37735 -1.70039 2.28974
H -1.02922 -0.59327 1.26746
```

Values from the calculation:
HOMO: -8.47 eV
Relative energy (zero: lowest compared OMol25 entry of this formula, charge and spin): 143.77 kJ/mol
F_max: 2.343 eV Å⁻¹
Energy: -576.4629 a.u.
LUMO: 0.331 eV